(1)
{"formula": "C4H6O4", "method": "ωB97M-V/def2-TZVPD", "homo_energy_ha": -0.2921, "de_lowest_kcal_mol": 66.8, "elements": ["C", "C", "C", "C", "O", "O", "O", "O", "H", "H", "H", "H", "H", "H"], "coordinates": [[-0.56, 0.51, -1.52], [0.79, 0.39, 1.26], [-0.42, -0.10, 1.00], [0.02, -0.36, -0.43], [1.44, 0.98, 2.26], [-1.60, -0.28, 1.65], [0.09, -1.69, -0.76], [1.36, 0.20, 0.01], [2.33, 1.20, 1.95], [-1.89, -1.20, 1.54], [0.57, -1.80, -1.59], [-0.59, 1.55, -1.19], [0.04, 0.44, -2.42], [-1.57, 0.17, -1.74]], "mulliken_charge": [-1.32, 0.26, -0.13, 1.19, -0.49, -0.58, -0.51, -0.50, 0.34, 0.34, 0.36, 0.34, 0.39, 0.30]}



(2)
{"formula": "C22H10ClF5N2OPd", "method": "ωB97M-V/def2-TZVPD", "total_charge": 2, "homo_energy_ha": [-0.5154, -0.5373], "s2": 6.069, "multiplicity": 5, "elements": ["Pd", "Cl", "C", "C", "C", "C", "O", "C", "C", "N", "C", "C", "C", "C", "C", "C", "C", "C", "N", "C", "C", "H", "H", "H", "H", "H", "H", "H", "H", "H", "H", "F", "C", "C", "C", "F", "C", "F", "C", "F", "C", "F"], "coordinates": [[11.67, 4.74, 6.14], [17.57, 4.17, 10.49], [16.34, 4.20, 9.28], [16.81, 4.46, 7.96], [15.92, 4.50, 6.92], [14.49, 4.36, 7.14], [13.76, 4.48, 6.07], [14.03, 4.09, 8.50], [12.63, 3.94, 8.92], [11.60, 4.31, 8.19], [10.31, 4.35, 8.74], [9.87, 4.36, 10.09], [8.48, 4.35, 10.36], [7.52, 4.46, 9.35], [7.89, 4.43, 8.00], [7.02, 4.51, 6.87], [7.50, 4.80, 5.61], [8.86, 5.08, 5.46], [9.70, 4.93, 6.47], [9.31, 4.54, 7.73], [14.99, 4.05, 9.52], [17.88, 4.58, 7.79], [16.29, 4.59, 5.90], [12.47, 3.47, 9.91], [10.62, 4.33, 10.89], [8.17, 4.40, 11.41], [6.43, 4.50, 9.58], [5.92, 4.36, 6.99], [6.83, 4.89, 4.73], [9.32, 5.46, 4.57], [14.71, 3.79, 10.54], [12.04, 6.82, 8.24], [11.90, 7.41, 7.05], [11.70, 6.77, 5.85], [11.43, 7.46, 4.67], [11.15, 6.86, 3.51], [11.44, 8.85, 4.74], [11.18, 9.62, 3.68], [11.63, 9.50, 5.93], [11.42, 10.86, 6.01], [11.93, 8.78, 7.08], [12.16, 9.38, 8.25]], "mulliken_charge": [0.02, -0.09, 0.06, -0.48, -0.56, 0.82, -0.73, 0.34, -0.11, -0.14, 0.41, -0.53, -0.78, -0.66, 0.20, -0.31, -0.95, 0.00, 0.06, 0.54, -0.57, 0.43, 0.46, 0.45, 0.41, 0.40, 0.39, 0.41, 0.39, 0.52, 0.43, -0.20, 0.72, -0.45, 0.59, -0.24, 0.53, -0.20, 0.44, -0.22, 0.37, -0.19]}



(3)
{"formula": "C4H9NS", "method": "ωB97M-V/def2-TZVPD", "homo_energy_ha": -0.3319, "de_lowest_kcal_mol": 102.6, "elements": ["C", "C", "C", "C", "H", "H", "H", "H", "H", "H", "H", "H", "H", "N", "S"], "coordinates": [[0.96, -0.19, 0.62], [0.21, 0.29, -0.55], [-1.35, 0.26, -0.57], [-1.89, 0.69, 0.66], [2.66, -0.06, -0.69], [2.00, -1.72, -0.63], [0.63, -1.21, 1.24], [1.26, 0.52, 1.55], [0.70, 1.08, -1.15], [0.49, -0.70, -1.00], [-1.93, 0.67, -1.41], [-2.65, 1.45, 0.43], [-1.19, 0.80, 1.34], [2.37, -0.76, 0.12], [-2.26, -1.14, 0.04]], "mulliken_charge": [-0.45, -0.36, -0.09, -0.89, 0.28, 0.30, 0.27, 0.30, 0.28, 0.07, 0.49, 0.29, 0.37, -0.71, -0.15]}